12
Properties=species:S:1:pos:R:3 method="wB97M-V/def2-TZVPD" homo_lumo_gap_ev=8.3 e_above_lowest_kcal_mol=86.6 smiles="ClSC1=CC1.C=O" fmax_ev_per_a=4.23 homo_ev=-8.6
C -1.41637 -1.14477 -0.73318
C -0.19958 -1.03529 -1.15583
C 0.77237 0.87845 2.18068
C -0.93889 0.25735 -1.09774
O 1.69180 0.53721 1.49230
S 1.36058 -1.66062 -1.52074
Cl 2.18851 0.20025 -1.91830
H -2.05713 -1.71638 -0.20197
H 0.49898 1.86342 2.35257
H 0.17913 0.12289 2.73455
H -1.25587 0.78352 -1.88396
H -0.82352 0.91397 -0.24837